[1]
{
  "formula": "C33H26Br2CrN2O5P",
  "method": "wB97M-V/def2-TZVPD",
  "elements": ["Cr", "Br", "C", "Br", "H", "H", "O", "C", "O", "C", "C", "C", "C", "C", "C", "P", "C", "C", "C", "C", "C", "C", "C", "C", "C", "C", "C", "C", "H", "H", "H", "H", "H", "H", "H", "H", "H", "H", "H", "H", "H", "H", "O", "C", "O", "C", "C", "C", "C", "C", "C", "N", "C", "C", "C", "C", "C", "C", "N", "H", "H", "H", "H", "H", "H", "H", "H", "H", "H", "O"],
  "xyz": [[0.966, -0.025, -0.924], [0.935, -0.726, 1.694], [-0.134, -2.238, 1.345], [-0.314, -2.554, -0.565], [-1.145, -2.170, 1.721], [0.402, -3.088, 1.747], [-0.152, 3.524, -3.509], [-0.438, 2.612, -2.725], [0.255, 1.587, -2.516], [-1.835, 2.821, -2.021], [-2.581, 3.857, -2.608], [-3.856, 4.192, -2.205], [-4.463, 3.487, -1.173], [-3.756, 2.470, -0.571], [-2.450, 2.131, -0.964], [-1.704, 0.737, -0.036], [-1.893, 1.182, 1.766], [-1.758, 0.272, 2.817], [-1.853, 0.695, 4.134], [-2.058, 2.032, 4.445], [-2.162, 2.949, 3.417], [-2.078, 2.525, 2.097], [-3.080, -0.492, -0.214], [-3.183, -1.188, -1.420], [-4.187, -2.122, -1.623], [-5.103, -2.405, -0.621], [-5.017, -1.721, 0.583], [-4.022, -0.772, 0.778], [-2.089, 4.386, -3.411], [-4.383, 5.000, -2.699], [-5.467, 3.723, -0.845], [-4.219, 1.913, 0.235], [-1.592, -0.783, 2.675], [-1.738, -0.032, 4.929], [-2.117, 2.349, 5.478], [-2.303, 4.001, 3.631], [-2.144, 3.261, 1.307], [-2.483, -0.996, -2.227], [-4.248, -2.639, -2.573], [-5.878, -3.143, -0.781], [-5.730, -1.916, 1.374], [-3.991, -0.239, 1.718], [7.269, -1.219, 4.464], [6.149, -0.462, 4.271], [5.823, 0.304, 5.140], [5.416, -0.645, 2.999], [5.794, -1.543, 1.997], [5.080, -1.679, 0.824], [3.917, -0.911, 0.598], [3.549, -0.006, 1.619], [4.276, 0.142, 2.773], [3.134, -0.975, -0.523], [3.538, -1.605, -1.620], [2.726, -1.662, -2.773], [3.163, -2.335, -3.944], [2.363, -2.382, -5.050], [1.107, -1.750, -5.023], [0.742, -1.101, -3.864], [1.503, -1.055, -2.769], [7.409, -1.776, 3.690], [6.674, -2.173, 2.102], [5.421, -2.396, 0.090], [2.799, 0.675, 1.329], [3.982, 0.859, 3.527], [4.520, -2.067, -1.698], [4.139, -2.805, -3.938], [2.700, -2.894, -5.943], [0.451, -1.743, -5.881], [-0.191, -0.554, -3.794], [1.592, 1.301, -0.261]],
  "atomic_forces_ev_per_a": [[0.896, 1.278, -1.434], [-0.507, -0.717, 0.930], [-0.046, -0.868, -0.144], [0.216, -0.334, 0.064], [-0.031, -0.001, 0.072], [-0.211, -0.138, -0.009], [0.030, -0.027, 0.051], [0.128, 0.247, -0.116], [-0.781, -0.958, 0.441], [-0.054, 0.052, -0.088], [0.053, -0.044, -0.013], [-0.021, 0.009, 0.001], [0.021, -0.014, -0.007], [0.034, 0.001, -0.003], [-0.022, 0.003, 0.098], [0.103, -0.589, 0.083], [-0.032, 0.553, -0.529], [-0.311, 0.242, 0.269], [0.046, -0.023, 0.082], [0.025, -0.061, 0.039], [0.010, 0.043, -0.079], [0.092, 0.028, 0.004], [-0.092, 0.002, 0.083], [-0.107, 0.102, -0.064], [0.044, -0.018, -0.113], [0.008, 0.059, 0.071], [-0.021, -0.053, -0.054], [0.091, 0.019, -0.020], [-0.015, 0.017, 0.005], [0.004, -0.002, -0.003], [0.000, -0.002, 0.000], [-0.007, 0.013, 0.007], [-0.193, 0.150, -0.178], [-0.033, -0.007, -0.005], [-0.005, 0.000, 0.000], [0.005, -0.003, -0.003], [-0.022, 0.005, 0.004], [0.058, 0.077, 0.077], [0.009, 0.000, 0.007], [-0.001, 0.001, 0.007], [-0.002, -0.001, -0.004], [0.019, 0.016, 0.025], [-0.058, 0.021, -0.037], [0.012, 0.029, 0.047], [0.010, -0.030, -0.010], [-0.078, -0.008, 0.039], [0.042, -0.030, 0.001], [-0.094, -0.071, 0.018], [0.307, -0.136, -0.079], [1.471, 0.070, -0.164], [0.096, -0.308, -0.055], [-0.458, -0.161, -0.113], [0.080, -0.105, 0.015], [-0.043, -0.141, -0.209], [0.041, -0.002, 0.052], [-0.026, 0.012, -0.023], [0.014, -0.018, 0.034], [-0.031, 0.109, -0.045], [0.013, -0.003, 0.469], [0.028, -0.005, 0.014], [-0.004, -0.002, 0.001], [-0.013, -0.006, 0.016], [-0.698, 0.943, -0.069], [0.040, 0.052, -0.031], [0.008, 0.064, -0.019], [-0.004, 0.004, -0.008], [-0.004, 0.000, 0.001], [0.004, 0.001, 0.001], [0.024, 0.020, -0.015], [-0.058, 0.645, 0.615]],
  "nbo_charge": [1.139, 0.239, -0.554, 0.107, 0.216, 0.234, -0.711, 0.776, -0.783, -0.093, -0.181, -0.211, -0.232, -0.197, -0.344, 0.864, -0.343, -0.131, -0.245, -0.200, -0.217, -0.193, -0.304, -0.193, -0.214, -0.239, -0.155, -0.258, 0.256, 0.202, 0.203, 0.209, 0.185, 0.207, 0.207, 0.211, 0.231, 0.220, 0.210, 0.207, 0.197, 0.222, -0.687, 0.775, -0.595, -0.258, -0.167, -0.306, 0.274, -0.281, -0.144, -0.586, -0.025, 0.125, -0.230, -0.179, -0.325, 0.096, -0.568, 0.475, 0.174, 0.203, 0.248, 0.231, 0.162, 0.205, 0.204, 0.212, 0.210, -0.790],
  "multiplicity": 5,
  "s2": 6.0929,
  "charge": -1,
  "homo_energy_ev": [-3.2, -5.5],
  "homo_lumo_gap_ev": [5.241, 7.564]
}

[2]
{
  "formula": "C33H26IN5O10STi",
  "method": "wB97M-V/def2-TZVPD",
  "elements": ["Ti", "O", "S", "O", "N", "C", "C", "C", "C", "C", "C", "C", "C", "N", "C", "C", "C", "C", "C", "C", "C", "H", "H", "H", "H", "H", "H", "H", "H", "H", "H", "H", "C", "C", "N", "O", "C", "C", "N", "O", "H", "H", "H", "H", "H", "H", "H", "O", "C", "O", "C", "C", "C", "C", "C", "C", "N", "O", "O", "H", "H", "H", "H", "I", "C", "C", "C", "C", "C", "C", "C", "O", "O", "H", "H", "H", "H"],
  "xyz": [[-0.012, 0.358, 0.338], [-1.395, 3.500, -0.828], [-2.074, 2.486, -1.604], [-2.170, 2.773, -3.019], [-1.526, 1.034, -1.259], [-2.093, -0.017, -2.062], [-3.109, 0.111, -3.018], [-3.503, -0.975, -3.791], [-2.906, -2.212, -3.640], [-1.933, -2.405, -2.649], [-1.292, -3.658, -2.419], [-0.398, -3.764, -1.343], [-0.154, -2.682, -0.542], [-0.715, -1.450, -0.749], [-1.570, -1.303, -1.822], [-3.751, 2.522, -0.971], [-4.108, 1.731, 0.111], [-5.376, 1.866, 0.661], [-6.276, 2.782, 0.134], [-5.913, 3.563, -0.956], [-4.648, 3.434, -1.510], [-3.576, 1.063, -3.209], [-4.279, -0.831, -4.536], [-3.183, -3.048, -4.275], [-1.512, -4.499, -3.065], [0.108, -4.698, -1.127], [0.515, -2.750, 0.307], [-3.396, 1.024, 0.516], [-5.658, 1.250, 1.506], [-7.260, 2.890, 0.575], [-6.617, 4.273, -1.375], [-4.345, 4.023, -2.366], [-1.687, -1.162, 4.072], [-0.786, -0.750, 2.952], [-1.154, -0.843, 1.721], [-2.434, -1.346, 1.507], [0.546, -0.243, 3.135], [1.209, 0.019, 4.446], [1.166, 0.037, 1.986], [2.365, 0.443, 2.012], [-2.590, -0.547, 4.059], [-1.197, -1.056, 5.036], [-2.005, -2.196, 3.932], [-2.369, -1.572, 0.561], [0.957, -0.729, 5.201], [0.945, 1.006, 4.845], [2.286, 0.013, 4.281], [0.762, 2.323, 0.478], [-0.203, 2.635, 1.208], [-1.077, 1.773, 1.507], [-0.301, 4.019, 1.770], [0.654, 4.964, 1.428], [0.554, 6.266, 1.901], [-0.499, 6.627, 2.725], [-1.434, 5.661, 3.058], [-1.363, 4.363, 2.591], [-2.551, 6.044, 3.944], [-3.369, 5.196, 4.234], [-2.585, 7.194, 4.354], [1.460, 4.653, 0.776], [1.293, 7.005, 1.622], [-0.610, 7.631, 3.106], [-2.114, 3.628, 2.841], [0.919, -1.614, -7.590], [1.336, -1.345, -5.548], [2.302, -2.142, -4.952], [2.570, -1.962, -3.603], [1.898, -0.994, -2.870], [0.928, -0.214, -3.488], [0.636, -0.386, -4.835], [2.164, -0.868, -1.379], [2.958, -1.615, -0.837], [1.456, 0.055, -0.821], [2.822, -2.897, -5.525], [3.296, -2.578, -3.088], [0.379, 0.511, -2.901], [-0.137, 0.206, -5.304]],
  "atomic_forces_ev_per_a": [[-1.551, -0.987, -1.758], [-0.004, -0.071, -0.027], [0.105, 0.102, 0.235], [0.011, 0.050, -0.038], [-0.360, -0.259, -0.512], [-0.018, 0.070, 0.127], [0.004, 0.066, -0.043], [0.026, -0.068, -0.002], [0.000, 0.045, -0.027], [0.000, -0.017, 0.051], [0.016, 0.019, 0.059], [-0.062, -0.069, -0.093], [-0.008, 0.121, 0.147], [-0.017, 0.061, -0.167], [0.011, -0.123, 0.084], [-0.027, 0.076, 0.005], [-0.020, 0.015, -0.018], [0.005, -0.012, 0.002], [0.008, 0.008, 0.001], [0.008, -0.007, -0.006], [-0.018, -0.066, -0.003], [0.034, -0.030, -0.018], [0.001, 0.000, -0.006], [-0.008, -0.005, 0.008], [-0.001, -0.001, 0.000], [-0.002, 0.000, 0.002], [0.054, 0.019, -0.014], [0.022, 0.012, 0.021], [0.002, -0.001, 0.000], [-0.008, -0.013, -0.014], [0.002, 0.005, 0.005], [0.004, 0.014, 0.007], [0.007, -0.002, 0.026], [0.042, -0.177, 0.011], [-0.226, 0.161, 0.433], [0.034, 0.024, -0.033], [-0.025, -0.057, -0.058], [0.030, -0.125, 0.025], [0.845, 0.105, 1.467], [-0.039, -0.005, 0.076], [0.006, 0.006, -0.001], [-0.014, -0.004, -0.002], [-0.003, -0.001, -0.004], [0.000, -0.010, 0.011], [-0.001, 0.007, 0.003], [0.004, -0.004, -0.001], [-0.004, -0.010, 0.012], [0.189, 0.475, 0.148], [0.100, 0.103, 0.117], [-0.119, 0.468, 0.414], [-0.061, -0.002, -0.064], [0.033, 0.045, 0.005], [-0.010, -0.018, 0.002], [0.022, 0.055, 0.013], [-0.117, 0.033, 0.050], [-0.020, -0.051, 0.018], [0.191, -0.068, -0.055], [-0.023, 0.056, 0.010], [-0.066, -0.014, -0.004], [-0.009, -0.002, -0.008], [0.006, -0.004, 0.001], [0.013, -0.010, 0.003], [0.007, -0.004, -0.011], [-0.007, -0.008, 0.002], [-0.008, 0.006, -0.016], [0.009, 0.003, 0.056], [0.024, 0.000, -0.045], [-0.057, -0.060, 0.023], [0.004, -0.005, -0.019], [0.016, -0.016, 0.012], [-0.260, 0.020, -0.229], [0.109, 0.041, 0.003], [1.121, 0.062, -0.350], [0.003, -0.001, -0.006], [0.007, -0.001, -0.007], [0.053, 0.026, -0.049], [-0.015, 0.009, 0.015]],
  "lowdin_spin": [0.850, 0.000, 0.002, 0.000, 0.007, 0.047, 0.050, 0.038, 0.059, 0.026, 0.265, 0.069, 0.160, 0.186, 0.035, 0.000, 0.000, 0.000, 0.000, 0.000, 0.000, 0.003, 0.002, 0.001, 0.020, -0.001, 0.011, 0.000, 0.000, 0.000, 0.000, 0.000, 0.006, 0.030, -0.008, 0.001, -0.007, -0.002, 0.029, 0.074, 0.002, 0.000, 0.002, 0.001, 0.000, 0.000, 0.000, 0.002, 0.015, 0.000, 0.000, 0.002, 0.000, 0.003, 0.000, 0.002, 0.000, 0.000, 0.000, 0.000, 0.000, 0.000, 0.000, 0.000, 0.000, 0.001, 0.000, 0.000, 0.001, 0.000, 0.002, 0.005, 0.011, 0.000, 0.000, 0.000, 0.000],
  "multiplicity": 3,
  "s2": 2.0266,
  "charge": -2,
  "homo_energy_ev": [0.3, -2.1],
  "homo_lumo_gap_ev": [3.166, 5.611]
}

Energy relative to the best compared isomer or geometry (same formula, charge and spin) values (in kJ/mol) by entry order: 260.7 115.4.